Entry 1:
The following is a quantum chemistry calculation of the ion C5H12N3 with charge +1, from the OMol25 dataset.

Values from the calculation:
Spin multiplicity ... 1
Strongest force on any atom ... 5.246 eV/Å
Energy above the lowest of the compared OMol25 structures with the same formula, charge and spin ... 576.9 kJ/mol
HOMO-LUMO gap (spin up / spin down) ... 6.689 / 7.989 eV
Total charge ... +1
HOMO level (spin up / spin down) ... -13.81 / -14.05 eV

XYZ file:
```
20
Properties=species:S:1:pos:R:3:lowdin_charge:R:1
C 1.492 0.797 -0.118 -0.2527
C 0.223 -1.187 0.480 -0.3562
C 0.341 -2.580 -0.414 0.0812
C 0.913 2.979 -0.850 -0.0988
C -2.202 -0.623 0.923 0.0154
N 1.346 -0.401 0.291 0.1501
N 0.617 1.621 -0.608 -0.0015
N -1.017 -0.555 0.137 0.1169
H 2.444 1.279 0.176 0.1449
H 0.222 -1.578 1.432 0.1372
H 0.734 -2.277 -1.427 0.1119
H -0.699 -2.772 -0.381 0.0538
H 1.001 -3.234 0.234 0.1191
H 1.620 3.393 -0.081 0.1029
H 1.422 2.977 -1.839 0.1171
H -0.121 3.493 -0.789 0.1212
H -2.965 -0.835 0.307 0.0623
H -2.180 -1.219 1.800 0.1006
H -2.409 0.551 1.182 0.1903
H -0.781 0.173 -0.457 0.0843
```

Entry 2:
The following is a quantum chemistry calculation of the ion C5H12N3 with charge +1, from the OMol25 dataset.

Values from the calculation:
Spin multiplicity ... 1
Strongest force on any atom ... 4.738 eV/Å
Energy above the lowest of the compared OMol25 structures with the same formula, charge and spin ... 231.6 kJ/mol
Structure (SMILES) ... N[C@H]1CCC=N[C@@H]1[NH3+]
HOMO-LUMO gap ... 10.073 eV
Total charge ... +1
HOMO level ... -13.17 eV

XYZ file:
```
20
Properties=species:S:1:pos:R:3:lowdin_charge:R:1
C 0.681 0.871 -1.754 -0.0928
C 1.567 -0.327 -1.345 -0.0972
C 0.827 -1.333 -0.381 -0.1287
C 0.202 -0.468 0.698 -0.2467
C -0.987 0.609 -0.171 -0.2973
N -0.340 1.380 -1.179 0.0674
N -0.676 -0.983 1.759 0.0267
N -1.589 1.429 0.833 0.1801
H 1.195 1.557 -2.414 0.1179
H 1.971 -0.988 -2.077 0.1121
H 2.371 0.231 -0.986 0.0986
H 0.172 -1.817 -0.979 0.0851
H 1.459 -2.019 0.116 0.1143
H 1.024 0.214 1.025 0.1533
H -1.703 -0.095 -0.599 0.1602
H -0.727 -1.962 1.465 0.1051
H -0.378 -0.974 2.744 0.1134
H -0.969 2.241 1.054 0.1888
H -1.558 0.632 1.568 0.1485
H -2.541 1.804 0.625 0.1913
```

Entry 3:
The following is a quantum chemistry calculation of the ion C5H12N3O with charge +1, from the OMol25 dataset.

Values from the calculation:
Spin multiplicity ... 1
Strongest force on any atom ... 5.521 eV/Å
Energy above the lowest of the compared OMol25 structures with the same formula, charge and spin ... 273.9 kJ/mol
Structure (SMILES) ... N/C=C/N(C=[NH2+])CCO
HOMO-LUMO gap (spin up / spin down) ... 7.937 / 7.938 eV
Total charge ... +1
HOMO level (spin up / spin down) ... -11.22 / -11.22 eV

XYZ file:
```
21
Properties=species:S:1:pos:R:3:lowdin_charge:R:1
C -0.384 0.764 -1.114 -0.0245
C -1.293 -0.011 -1.949 -0.1501
C 1.454 1.383 0.800 -0.0567
C 0.758 -0.882 0.292 -0.1502
C -0.183 -1.333 1.418 -0.2380
N 0.643 0.552 0.005 -0.0370
N -2.004 0.596 -2.899 0.0878
N 2.249 0.961 1.763 0.1762
O -1.496 -1.270 0.922 -0.0493
H -0.406 1.826 -1.330 0.0850
H -1.416 -1.075 -1.813 0.1131
H 1.402 2.439 0.586 0.1536
H 1.791 -1.150 0.527 0.1234
H 0.476 -1.427 -0.609 0.1234
H -0.070 -0.680 2.298 0.1209
H 0.083 -2.359 1.707 0.1308
H -1.954 1.595 -3.028 0.1165
H -2.682 0.071 -3.426 0.1169
H 2.326 -0.007 2.032 0.1158
H 2.818 1.635 2.248 0.1365
H -2.112 -1.628 1.569 0.1061
```

Entry 4:
The following is a quantum chemistry calculation of the ion C5H12N3O with charge +1, from the OMol25 dataset.

Values from the calculation:
Spin multiplicity ... 1
Strongest force on any atom ... 3.351 eV/Å
Energy above the lowest of the compared OMol25 structures with the same formula, charge and spin ... 331.3 kJ/mol
Structure (SMILES) ... C[NH2+]C1=C(C)N[C@H](O)N1
HOMO-LUMO gap ... 8.685 eV
Total charge ... +1
HOMO level ... -11.89 eV

XYZ file:
```
21
Properties=species:S:1:pos:R:3:lowdin_charge:R:1
C -0.053 -0.326 -1.007 -0.2748
C 0.101 0.184 0.228 -0.1275
C -1.636 1.337 -0.677 -0.4462
C 0.837 -1.305 -1.625 0.0037
C 0.815 -1.285 2.373 -0.0163
N -1.157 0.296 -1.527 0.1177
N -0.958 1.109 0.560 0.0930
N 1.203 -0.250 1.361 0.0930
O -1.285 2.613 -1.139 -0.0056
H -2.791 1.379 -0.575 0.1798
H 0.945 -1.146 -2.687 0.0931
H 0.562 -2.343 -1.517 0.0933
H 1.876 -1.188 -1.160 0.1065
H 0.113 -0.731 3.079 0.1337
H 0.214 -2.061 2.057 0.0586
H 1.632 -1.946 2.814 0.1322
H -1.341 0.569 -2.472 0.1545
H -0.463 1.973 0.777 0.1303
H 1.930 -0.547 0.673 0.1551
H 1.548 0.522 1.934 0.1691
H -2.092 3.146 -1.472 0.1569
```

Entry 5:
The following is a quantum chemistry calculation of the molecule C5H12N4, from the OMol25 dataset.

Values from the calculation:
Spin multiplicity ... 1
Strongest force on any atom ... 2.592 eV/Å
Energy above the lowest of the compared OMol25 structures with the same formula, charge and spin ... 93.9 kJ/mol
Structure (SMILES) ... [H]/N=C(/C)C(N)(N)/C(C)=N/[H]
HOMO-LUMO gap ... 9.648 eV
Total charge ... 0
HOMO level ... -8.87 eV

XYZ file:
```
21
Properties=species:S:1:pos:R:3:lowdin_charge:R:1
C -1.580 1.503 0.279 -0.0243
C -0.206 -0.610 -0.124 -0.5199
C -0.940 0.553 -0.689 -0.3777
N -0.041 -1.739 -1.029 0.0756
N -0.731 -1.032 1.151 0.0723
N -0.699 0.797 -1.929 0.1161
H -0.917 -1.919 -1.514 0.0783
H 0.638 -1.537 -1.758 0.0694
H -0.231 -1.856 1.464 0.0813
H -1.711 -1.284 1.069 0.0830
H 1.147 0.771 -1.728 0.0713
H -1.167 1.629 -2.281 0.0647
H -1.937 2.397 -0.229 0.0777
H -2.411 1.015 0.796 0.0785
H -0.862 1.791 1.049 0.0903
C 1.988 -0.223 1.351 -0.0521
C 1.364 0.027 0.028 -0.3558
N 1.885 0.611 -0.933 0.1350
H 1.329 0.113 2.148 0.0732
H 2.945 0.290 1.400 0.0798
H 2.137 -1.296 1.479 0.0834
```

Entry 6:
The following is a quantum chemistry calculation of the ion C5H12N5 with charge +1, from the OMol25 dataset.

Values from the calculation:
Spin multiplicity ... 1
Strongest force on any atom ... 5.893 eV/Å
Energy above the lowest of the compared OMol25 structures with the same formula, charge and spin ... 365.2 kJ/mol
Structure (SMILES) ... N/C1=C\NCN/C=[NH+]/CN1
HOMO-LUMO gap (spin up / spin down) ... 7.655 / 7.656 eV
Total charge ... +1
HOMO level (spin up / spin down) ... -11.45 / -11.45 eV

XYZ file:
```
22
Properties=species:S:1:pos:R:3:lowdin_charge:R:1
C -0.505 -0.828 -0.843 -0.3932
C 0.833 1.843 -0.773 -0.1528
C -0.796 -1.330 1.508 -0.1202
C -1.125 0.445 -0.601 -0.0875
C 1.066 0.029 0.771 -0.1211
N -0.585 1.604 -1.038 0.0147
N 1.180 1.376 0.606 0.0430
N 0.394 -0.487 1.895 0.0153
N -0.725 -1.831 0.120 0.0717
N 0.229 -1.036 -1.950 0.1347
H 1.566 1.264 -1.446 0.1476
H 1.052 2.901 -0.830 0.1263
H -0.802 -2.257 2.072 0.1294
H -1.556 -0.515 1.715 0.1405
H -1.946 0.515 0.077 0.1158
H 1.713 -0.674 0.318 0.1388
H -1.168 2.446 -0.940 0.1552
H 0.723 1.808 1.431 0.1619
H 0.246 -0.042 2.734 0.0957
H -0.204 -2.604 0.077 0.0779
H -0.153 -0.563 -2.772 0.1288
H 0.563 -2.064 -2.130 0.1772
```

Entry 7:
The following is a quantum chemistry calculation of a cluster of 2 separate species, C5H12N5O in total, from the OMol25 dataset.

Values from the calculation:
Spin multiplicity ... 3
Strongest force on any atom ... 6.298 eV/Å
⟨S²⟩ ... 2.011
HOMO-LUMO gap (spin up / spin down) ... 7.719 / 5.817 eV
Total charge ... +1
HOMO level (spin up / spin down) ... -10.02 / -11.76 eV

XYZ file:
```
23
Properties=species:S:1:pos:R:3:mulliken_spin:R:1
C -1.109 -1.243 0.272 0.8763
C -1.262 1.911 0.683 0.0303
C -0.486 0.551 -1.192 0.0422
C -2.186 -1.838 0.712 0.3710
C 3.352 -0.529 0.439 -0.0002
N -0.277 -0.745 -0.480 0.3220
N -0.370 1.648 -0.322 0.0219
N 2.535 -0.839 -0.427 0.0102
N -2.896 -2.790 0.071 0.3689
N -1.167 3.130 1.177 0.0060
O 4.664 -0.485 0.311 0.0008
H 0.288 0.652 -2.044 -0.0002
H -1.474 0.511 -1.614 -0.0055
H -2.428 -1.784 1.698 0.0530
H 3.090 -0.338 1.485 0.0005
H 0.709 -0.960 -0.460 -0.0712
H 0.250 2.332 -0.738 0.0005
H 2.837 -1.275 -1.379 0.0001
H -2.965 -2.736 -0.916 -0.0170
H -3.760 -3.182 0.378 -0.0109
H -0.410 3.770 0.862 0.0012
H -1.748 3.303 1.970 0.0001
H 5.091 -0.342 -0.574 0.0002
```

Entry 8:
The following is a quantum chemistry calculation of a structure of composition C5H12N6, from the OMol25 dataset.

Values from the calculation:
Spin multiplicity ... 1
Strongest force on any atom ... 15.417 eV/Å
Energy above the lowest of the compared OMol25 structures with the same formula, charge and spin ... 691.5 kJ/mol
HOMO-LUMO gap ... 9.962 eV
Total charge ... 0
HOMO level ... -9.38 eV

XYZ file:
```
23
Properties=species:S:1:pos:R:3:lowdin_charge:R:1
C 3.098 -1.052 -0.311 -0.4545
C 1.877 -0.732 0.411 -0.2648
C 1.060 0.605 -0.290 -0.1842
C -0.115 0.951 0.464 -0.3500
C -1.358 0.072 0.149 -0.3588
H 4.368 0.308 0.698 0.1711
H 4.779 -0.296 -0.918 0.0511
H 3.626 -2.095 0.383 0.1720
H 2.844 -1.209 -1.466 0.1549
H 2.081 -0.289 1.632 0.1470
H 1.085 -1.716 0.868 0.1579
H 2.135 1.203 -0.196 0.1643
H 0.552 0.321 -1.171 0.0936
H 0.126 0.527 1.835 0.2097
H -0.673 2.522 -0.612 0.1000
H -1.103 2.597 0.462 -0.0894
H -1.580 -1.700 1.176 0.1144
N 4.008 0.019 -0.374 -0.0722
N -0.290 2.441 0.337 0.1132
N -2.343 0.522 -0.648 0.0572
N -3.295 -0.419 -0.684 -0.0124
N -2.881 -1.435 0.076 0.0275
N -1.715 -1.019 0.547 0.0521
```

Entry 9:
The following is a quantum chemistry calculation of the ion C5H12NO with charge -1, from the OMol25 dataset.

Values from the calculation:
Spin multiplicity ... 1
Strongest force on any atom ... 2.162 eV/Å
Energy above the lowest of the compared OMol25 structures with the same formula, charge and spin ... 69.4 kJ/mol
Structure (SMILES) ... CC(C)CNC[O-]
HOMO-LUMO gap ... 6.570 eV
Total charge ... -1
HOMO level ... -2.57 eV

XYZ file:
```
19
Properties=species:S:1:pos:R:3:lowdin_charge:R:1
C 0.549 -0.661 -0.201 -0.2649
C -0.894 -0.642 0.327 -0.4231
C -1.814 -1.112 -0.798 -0.1092
C -1.202 0.743 0.956 -0.0687
N 1.626 -0.042 0.603 -0.0731
C 2.199 1.209 -0.156 -0.5892
O 2.395 1.061 -1.427 -0.2981
H 0.881 -1.591 -0.589 0.0932
H 0.508 -0.035 -1.107 0.0989
H -1.030 -1.370 1.140 0.1108
H -1.633 -0.540 -1.716 0.0737
H -2.841 -0.810 -0.567 0.0610
H -1.664 -2.166 -1.009 0.0648
H -0.325 1.352 0.769 0.0367
H -2.084 1.186 0.483 0.0594
H -1.471 0.647 2.006 0.0603
H 2.347 -0.718 0.586 0.0383
H 1.430 1.982 0.153 0.0617
H 3.020 1.509 0.547 0.0673
```

Entry 10:
The following is a quantum chemistry calculation of a structure of composition C5H12NO, from the OMol25 dataset.

Values from the calculation:
Spin multiplicity ... 1
Strongest force on any atom ... 2.430 eV/Å
Energy above the lowest of the compared OMol25 structures with the same formula, charge and spin ... 562.2 kJ/mol
HOMO-LUMO gap ... 4.364 eV
Total charge ... -1
HOMO level ... -1.62 eV

XYZ file:
```
19
Properties=species:S:1:pos:R:3:lowdin_charge:R:1
C 3.141 1.450 0.159 -0.4836
N 3.838 0.204 -0.041 -0.2736
C -0.514 -0.227 -0.004 -0.1150
C -1.661 -1.008 -0.200 -0.0708
C -3.061 -0.504 0.214 -0.5439
O -3.226 0.747 -0.157 -0.2811
C 0.835 -0.816 -0.035 -0.0901
H 2.225 1.517 -0.449 0.0077
H 3.719 2.346 -0.200 0.0232
H 2.813 1.660 1.197 0.0278
H 4.477 0.115 0.747 -0.1209
H -0.734 0.673 0.566 0.1523
H -1.222 -0.201 -1.121 0.2373
H -1.443 -2.072 -0.332 0.1291
H -3.813 -1.269 -0.120 0.0878
H -3.029 -0.811 1.306 0.1073
H 1.512 -0.222 -0.652 0.0396
H 0.889 -1.876 -0.254 0.0799
H 1.409 -0.632 0.886 0.0869
```

Entry 11:
The following is a quantum chemistry calculation of the ion C5H12NO with charge -1, from the OMol25 dataset.

Values from the calculation:
Spin multiplicity ... 1
Strongest force on any atom ... 1.142 eV/Å
Energy above the lowest of the compared OMol25 structures with the same formula, charge and spin ... 44.5 kJ/mol
Structure (SMILES) ... CCC[C@@H](N)C[O-]
HOMO-LUMO gap ... 6.361 eV
Total charge ... -1
HOMO level ... -2.40 eV

XYZ file:
```
19
Properties=species:S:1:pos:R:3:lowdin_charge:R:1
C -1.905 0.231 0.012 -0.5012
O -2.304 1.490 -0.247 -0.3650
C -0.777 0.135 1.145 -0.3924
C 0.410 -0.655 0.572 -0.2319
C 1.162 0.090 -0.538 -0.2677
C 1.765 -0.899 -1.552 -0.1212
N -0.318 1.489 1.492 -0.0050
H -1.523 -0.285 -0.900 0.0676
H -2.741 -0.428 0.366 0.0699
H -1.180 -0.347 2.042 0.1105
H -0.015 -1.557 0.136 0.0896
H 1.081 -1.001 1.356 0.0933
H 1.869 0.782 -0.078 0.0966
H 0.375 0.659 -1.037 0.0915
H 1.823 -1.907 -1.116 0.0566
H 2.735 -0.636 -1.963 0.0509
H 0.987 -1.057 -2.303 0.0648
H -0.360 1.987 0.604 0.0417
H -1.084 1.912 2.010 0.0512
```

Entry 12:
The following is a quantum chemistry calculation of a structure of composition C5H12NO, from the OMol25 dataset.

Values from the calculation:
Spin multiplicity ... 1
Strongest force on any atom ... 3.506 eV/Å
Energy above the lowest of the compared OMol25 structures with the same formula, charge and spin ... 606.0 kJ/mol
HOMO-LUMO gap ... 3.948 eV
Total charge ... -1
HOMO level ... -1.67 eV

XYZ file:
```
19
Properties=species:S:1:pos:R:3:lowdin_charge:R:1
C 0.416 -2.973 2.660 -0.4731
N 1.522 -2.972 1.707 -0.2838
C -0.395 0.520 -0.344 -0.0600
C 0.244 1.681 -0.998 -0.0209
C -0.706 2.793 -1.530 -0.5093
O -1.694 2.226 -2.272 -0.3420
C 0.427 -0.663 0.168 -0.1009
H -0.509 -2.507 2.285 0.0069
H 0.051 -4.051 2.929 0.0315
H 0.674 -2.476 3.616 0.0151
H 2.401 -3.313 2.226 -0.0812
H -1.445 0.653 0.048 0.1615
H -0.239 0.697 -1.577 0.1675
H 1.329 1.856 -1.137 0.1410
H -0.114 3.502 -2.115 0.0738
H -1.106 3.379 -0.666 0.0946
H 1.212 -0.865 -0.557 0.0800
H 0.848 -0.489 1.171 0.0801
H -0.121 -1.532 0.268 0.0193
```